Density functional theory data (ωB97M-V/def2-TZVPD) for the molecule C7H12OSi.

Last column: Mulliken charge in e.
Positions of all 21 atoms, in Å:
C 2.1015 -0.9266 -0.2365  -0.26
C 1.9820 -0.6156 1.1972  -0.47
C 3.8460 -0.2870 -1.6414  -0.39
C 0.8140 -0.4264 0.5432  0.04
C -1.2725 1.9992 0.5708  -1.06
C -2.4022 -0.7016 1.3847  -1.12
C -1.2244 -0.4199 -1.5532  -0.92
O 2.8929 0.1592 -0.8406  -0.15
Si -1.0038 0.1452 0.2701  0.42
H 2.2460 -1.8463 -0.7789  0.51
H 2.6227 -0.4224 1.9854  0.44
H 4.3609 0.6379 -2.0649  0.16
H -0.5194 2.1825 1.3413  0.33
H -0.9856 2.6165 -0.2953  0.33
H -2.2382 2.2641 1.0272  0.32
H -2.2725 -0.2979 2.3797  0.32
H -3.3382 -0.7164 0.9571  0.37
H -2.0748 -1.7527 1.5376  0.32
H -1.3443 -1.4807 -1.5930  0.30
H -2.0630 0.0296 -2.1563  0.32
H -0.1269 -0.1405 -2.0341  0.19

The energy relative to the best compared isomer or geometry (same formula, charge and spin) comes out at 136.3 kcal/mol. The energy is -17373.1463 eV. Its HOMO-LUMO gap is 8.9 eV. For the largest force on an atom, the calculation gives 4.92 eV/Å. As for the highest occupied orbital energy: -0.3096 hartree.


Density functional theory data (ωB97M-V/def2-TZVPD) for the molecule C7H12P2.

Last column: Mulliken charge in e.
Positions of all 21 atoms, in Å:
C 0.7452 1.2406 0.0314  0.51
C 0.9748 -0.0687 0.4186  0.14
C -1.7392 0.4159 0.0880  0.41
C 1.8143 2.2776 0.0152  -1.59
C 2.2960 -0.8635 0.5680  -1.31
C -3.2223 0.2080 0.0372  -1.35
C -0.7541 -2.2022 -0.6632  -1.22
P -0.9250 1.9025 -0.2096  -0.18
P -0.6292 -0.9622 0.7923  -0.04
H 1.5367 3.1387 -0.5251  0.48
H 2.5949 2.0095 -0.6013  0.44
H 2.2177 2.6085 0.9612  0.31
H 3.0265 -0.2117 1.1308  0.34
H 2.5114 -1.0967 -0.4901  0.28
H 2.1566 -1.7463 1.0577  0.45
H -3.4762 -0.0643 -0.9327  0.31
H -3.5815 1.1800 0.4541  0.41
H -3.4703 -0.5441 0.6263  0.44
H -0.3451 -1.7833 -1.4894  0.41
H -1.7220 -2.4690 -0.6720  0.38
H -0.0089 -2.9694 -0.5974  0.38

The energy relative to the best compared isomer or geometry (same formula, charge and spin) comes out at 30.8 kcal/mol. The energy is -26028.4492 eV. Its HOMO-LUMO gap is 8.2 eV. The SMILES is CC1=PC(C)=P(C)=C1C. For the largest force on an atom, the calculation gives 5.00 eV/Å. As for the highest occupied orbital energy: -0.2961 hartree.


Density functional theory data (ωB97M-V/def2-TZVPD) for the molecule C7H12S.

Last column: Mulliken charge in e.
Positions of all 20 atoms, in Å:
C -1.5244 -0.9590 0.0655  0.11
C -2.1692 -1.4657 1.1459  -0.72
C -1.6466 -0.6221 -1.4056  -0.71
C 0.8897 -0.1597 -0.7291  -1.26
C -0.3265 -1.0994 -0.8029  0.13
C 1.0829 0.5380 0.6708  0.29
C 2.1798 1.6067 0.5586  -1.45
S -0.5089 1.1689 1.2453  -0.23
H -3.2522 -1.5631 1.1595  0.24
H -1.6171 -1.8198 1.9842  0.28
H -2.1809 -1.1786 -2.2135  0.31
H -1.5828 0.5300 -1.5716  0.16
H 1.8662 -0.5444 -0.9446  0.56
H 0.7434 0.5730 -1.4363  0.41
H 0.0952 -2.1526 -0.9632  0.30
H 1.1640 -0.3363 1.4741  0.31
H 2.9855 1.1225 0.0380  0.39
H 2.5147 1.8342 1.5042  0.38
H 1.8778 2.3793 -0.0744  0.41
H -0.5905 2.1480 0.2951  0.09

The energy relative to the best compared isomer or geometry (same formula, charge and spin) comes out at 90.5 kcal/mol. The energy is -18285.3092 eV. Its HOMO-LUMO gap is 8.7 eV. The SMILES is C=C1C[C@H]1C[C@@H](C)S. For the largest force on an atom, the calculation gives 3.42 eV/Å. As for the highest occupied orbital energy: -0.2862 hartree.


Density functional theory data (ωB97M-V/def2-TZVPD) for the molecule C7H12S.

Last column: Mulliken charge in e.
Positions of all 20 atoms, in Å:
C 1.6125 0.0311 0.7890  -0.70
C 0.7669 0.9631 -0.0314  0.49
C 1.2091 2.1592 -0.3727  -1.11
C -0.7258 0.6517 -0.3270  0.42
C -0.9601 -0.5911 -1.1913  -0.71
C -1.4032 -1.3818 0.0833  -0.30
C -1.4178 -0.0189 0.8689  -1.13
H 1.4986 -2.3693 -0.0423  0.11
H 1.0610 -0.4229 1.6689  0.23
H 2.5209 0.5473 1.1332  0.39
H 0.6834 2.7765 -1.0554  0.30
H 2.2333 2.5089 -0.1563  0.27
H -1.1768 1.5507 -0.7988  0.49
H -0.0555 -1.0543 -1.7480  0.22
H -1.8068 -0.4694 -1.8544  0.31
H -2.3537 -1.9899 -0.0309  0.28
H -0.6547 -2.1602 0.4362  0.07
H -0.9603 0.1120 1.8293  0.35
H -2.4155 0.3793 1.0801  0.27
S 2.3444 -1.2221 -0.2803  -0.23

The energy relative to the best compared isomer or geometry (same formula, charge and spin) comes out at 55.9 kcal/mol. The energy is -18286.8080 eV. Its HOMO-LUMO gap is 9.7 eV. The SMILES is C=C(CS)C1CCC1. For the largest force on an atom, the calculation gives 2.59 eV/Å. As for the highest occupied orbital energy: -0.3255 hartree.


Density functional theory data (ωB97M-V/def2-TZVPD) for a cluster of 2 separate species, C7H12S in total.

Last column: Mulliken charge in e.
Positions of all 20 atoms, in Å:
C 2.2693 0.1964 0.3985  0.18
C 1.1658 0.4150 -0.0379  -0.26
C 3.6235 0.0600 0.7112  -1.16
C -1.5191 -0.8637 -1.4157  -1.44
C -1.1025 -1.6328 1.0319  -1.01
C -1.4544 2.2819 -0.4940  -0.94
C -1.1760 -0.4891 0.0017  0.74
S -2.0471 0.9157 0.6016  -0.05
H 4.4007 -0.1202 -0.1067  0.26
H 4.1602 0.9306 1.2754  0.26
H 3.8040 -0.7016 1.5472  0.23
H -0.8082 -1.5108 -1.8681  0.32
H -1.6146 0.0287 -1.9327  0.50
H -2.3825 -1.5682 -1.2560  0.38
H -1.9890 -1.4740 1.6737  0.34
H -1.0872 -2.4683 0.3426  0.31
H -0.1318 -1.6299 1.3955  0.29
H -1.2151 2.9613 0.2850  0.35
H -2.3186 2.6123 -0.9610  0.38
H -0.5772 2.0568 -1.1923  0.32

The energy relative to the best compared isomer or geometry (same formula, charge and spin) comes out at 157.1 kcal/mol. The energy is -18282.4189 eV. Its HOMO-LUMO gap is 7.8 eV. For the largest force on an atom, the calculation gives 5.73 eV/Å. As for the highest occupied orbital energy: -0.3081 hartree.


Density functional theory data (ωB97M-V/def2-TZVPD) for the molecule C7H12S.

Last column: Mulliken charge in e.
Positions of all 20 atoms, in Å:
C 1.6550 -0.9439 1.0722  -1.15
C 1.5214 -0.4356 -0.3502  0.22
C -0.2231 1.8260 -0.4500  -0.74
C -1.0541 1.1472 0.6480  -0.62
C -1.7169 -0.1661 0.1145  -0.71
C -0.9309 -1.0367 -0.8333  -0.26
C 0.3872 -1.1299 -1.0693  -0.57
H 0.7725 -0.7450 1.7224  0.25
H 2.5316 -0.4437 1.5674  0.29
H 1.8381 -2.0399 1.0751  0.35
H 2.4563 -0.7044 -0.9766  0.29
H -0.1839 2.9029 -0.2396  0.35
H -0.6766 1.7194 -1.3940  0.46
H -1.9202 1.8325 0.9179  0.35
H -0.4106 0.9434 1.4496  0.28
H -2.5985 0.1089 -0.4169  0.46
H -2.0132 -0.7416 0.9849  0.31
H -1.6351 -1.6341 -1.4605  0.30
H 0.6807 -1.8322 -1.8586  0.32
S 1.5204 1.3725 -0.5032  -0.16

The energy relative to the best compared isomer or geometry (same formula, charge and spin) comes out at 29.1 kcal/mol. The energy is -18287.9710 eV. Its HOMO-LUMO gap is 9.4 eV. The SMILES is C[C@H]1C=CCCCS1. For the largest force on an atom, the calculation gives 2.71 eV/Å. As for the highest occupied orbital energy: -0.3110 hartree.